<i>
C3H3Br2NO4 | ωB97M-V with the def2-TZVPD basis set

Each line ends with the Mulliken charge.
Geometry (Å):
Br -2.77871 1.14916 0.00268  0.04
Br -1.82718 -1.71365 -1.13488  -0.01
O 1.96707 -0.73812 -0.10568  -0.40
O 0.08484 1.09491 -1.67951  -0.38
O -0.34342 0.63826 1.47133  -0.64
O 0.10922 -1.54001 0.93127  -0.32
N -0.63556 -0.29224 0.72577  0.79
C 0.59647 1.74762 -0.80050  -0.13
C -1.62996 -0.29157 -0.07464  -0.01
C 1.38855 -1.59420 0.48957  0.24
H 1.64874 -2.67757 0.82645  0.27
H -0.05497 2.58067 -0.36973  0.21
H 1.47489 1.63674 -0.28214  0.33

Calculated values
Total charge: 0
Spin multiplicity: 1
LUMO, eV: 0.192

<ii>
C3H3Br2NO4 | ωB97M-V with the def2-TZVPD basis set

Each line ends with the Mulliken charge.
Geometry (Å):
Br -0.13248 -2.90222 -1.19075  0.01
Br -0.59795 -0.04392 -2.61939  0.03
O 1.57324 -1.13174 0.48397  -0.60
O 1.17617 0.86345 -0.58131  -0.24
O 0.89741 1.31833 1.62490  -0.40
O -1.65418 0.78899 0.15075  -0.37
N 0.98195 -0.56925 -0.41039  0.73
C 0.15144 -1.06519 -1.27165  -0.07
C -1.61104 -0.20019 0.82590  -0.11
C 1.11113 1.64494 0.51001  0.15
H 1.30072 2.66910 0.15097  0.35
H -1.06064 -0.24091 1.77927  0.26
H -2.13578 -1.13139 0.54773  0.26

Calculated values
Total charge: 0
Spin multiplicity: 1
LUMO, eV: 0.176

In order of decreasing stability: <ii>, <i>.

<i>
C6H14NO | ωB97M-V with the def2-TZVPD basis set

Each line ends with the Mulliken charge.
Geometry (Å):
O 0.42960 -1.29507 0.65210  -0.81
N -0.27663 1.11370 -3.64835  -0.54
C -0.39388 -0.61495 2.82391  -0.33
C -1.14027 -0.50029 -2.07193  -0.94
C 1.00980 0.65028 -1.60849  -0.94
C 0.61511 -1.42790 1.98875  -0.76
C -0.32147 0.86729 2.48750  -0.97
C -0.19312 0.35706 -2.45166  0.71
H 1.92842 0.49552 -2.19058  0.39
H 1.00105 1.69328 -1.27902  0.25
H 0.61873 1.25107 -4.09430  0.22
H 0.65441 1.27880 2.76807  0.29
H -0.42147 0.99029 1.40940  0.13
H -1.02910 -0.99282 -1.11397  0.33
H -1.10209 1.45244 2.98143  0.33
H -1.99876 -0.67132 -2.72157  0.21
H 0.53282 -2.48978 2.33127  0.20
H 1.63305 -1.08443 2.31737  0.28
H 1.01874 -0.03693 -0.74559  0.14
H -0.22556 -0.78528 3.89946  0.31
H -1.39658 -0.98363 2.57617  0.27
H -0.94280 0.73267 -4.30997  0.22

Calculated values
Total charge: -1
Spin multiplicity: 1
LUMO, eV: 3.907

<ii>
C6H14NO | ωB97M-V with the def2-TZVPD basis set

Each line ends with the Mulliken charge.
Geometry (Å):
O 0.51902 -0.16425 -2.89025  -0.87
N -0.55518 1.76655 -1.43685  -0.76
C 0.27693 0.91176 -0.62256  0.12
C 0.11242 -0.55999 1.48951  1.03
C -0.53945 -1.99628 1.54140  -1.55
C -0.62020 0.19418 0.37893  -1.53
C -0.14341 0.12076 2.81153  -1.76
C 0.98729 -0.19079 -1.66481  -0.23
H -0.17585 2.50380 -1.99433  0.22
H -0.90967 -2.33743 0.58704  0.42
H 0.87097 -1.16708 -1.10280  0.05
H -1.30392 -0.37638 -0.27745  0.26
H 1.17981 -0.67207 1.32272  0.38
H -1.25947 0.98207 0.78510  0.42
H 0.11037 -2.72139 2.04288  0.35
H 1.16898 1.39885 -0.22013  0.46
H -1.11127 0.22069 3.29200  0.37
H 0.46639 -0.35255 3.59229  0.43
H -1.42187 -1.95494 2.19946  0.37
H 2.11751 0.04322 -1.66854  0.15
H 0.22502 1.14796 2.63109  0.40
H -1.04377 1.17996 -2.10980  0.27

Calculated values
Total charge: -1
Spin multiplicity: 1
SMILES: CC(C)C[C@H](N)C[O-]
LUMO, eV: 3.667

In order of decreasing stability: <i>, <ii>.

<i>
C6H14NO | ωB97M-V with the def2-TZVPD basis set

Each line ends with the Mulliken charge.
Geometry (Å):
O 3.42048 1.13681 0.09088  -0.83
N -1.61323 -0.65322 -0.28420  -0.74
C 1.28446 -0.00613 -0.29506  0.34
C -0.63403 -1.58329 0.12305  -0.77
C 2.59751 0.17569 0.46822  -0.33
C 0.73255 -1.32506 -0.61884  -0.56
C -1.93446 0.31658 0.69689  -0.29
C -2.48452 1.58575 0.03515  -1.23
H -2.86194 2.26388 0.79745  0.37
H 0.50061 0.70793 -0.05622  0.08
H -3.24958 1.31381 -0.67955  0.32
H -0.50351 -1.58452 1.18059  0.46
H 3.08098 -0.83339 0.55103  0.19
H -0.95592 -2.58611 -0.19949  0.37
H 2.15053 0.30973 1.49625  0.21
H -1.03526 0.59434 1.30472  0.24
H 0.47469 -1.35431 -1.67556  0.29
H 2.00830 0.99193 -2.08967  0.37
H -1.65599 2.06515 -0.48943  0.22
H -2.65695 -0.05010 1.46118  0.37
H 1.87386 0.63199 -1.40501  -0.48
H 1.46142 -2.11745 -0.41236  0.39

Calculated values
Total charge: -1
Spin multiplicity: 1
LUMO, eV: 2.573

<ii>
C6H14NO | ωB97M-V with the def2-TZVPD basis set

Each line ends with the Mulliken charge.
Geometry (Å):
O 0.98078 1.66944 3.07230  -0.83
N 0.40472 -1.13250 -2.38325  -0.70
C -0.79900 -1.58970 -2.25751  0.27
C 0.93306 1.01708 -0.49816  -1.04
C -1.14861 -3.01376 -1.86887  -1.02
C -0.23201 0.81754 0.45341  -0.58
C 1.69667 1.78438 1.94888  -0.71
C 0.83810 1.92751 0.66089  0.29
H 2.39760 2.66138 1.97677  0.26
H -2.19183 0.54507 3.13972  0.23
H -1.47545 0.76780 3.18737  -0.25
H -1.15741 -3.17798 -0.78938  0.31
H -0.37966 -3.67431 -2.26526  0.33
H 0.17458 -1.24108 -1.28248  0.15
H -2.10135 -3.29098 -2.30239  0.33
H 0.36776 2.89459 0.47977  0.38
H -1.67007 -0.90797 -2.38900  0.33
H 1.71574 0.26919 -0.43437  0.29
H 2.34736 0.90311 1.65066  0.13
H 0.67313 1.27666 -1.51763  0.34
H -1.12094 1.34487 0.12106  0.11
H -0.25315 0.14965 1.29748  0.37

Calculated values
Total charge: -1
Spin multiplicity: 1
LUMO, eV: 3.195

In order of decreasing stability: <i>, <ii>.

<i>
C12H14N3 | ωB97M-V with the def2-TZVPD basis set

Each line ends with the Mulliken charge.
Geometry (Å):
N -1.78284 1.99600 -0.08955  -0.71
N 0.22752 1.26873 -0.81565  -0.07
N 1.70526 0.05157 0.51111  0.20
C -3.68040 0.57137 0.28204  -0.49
C -3.04364 1.88336 0.16445  -0.38
C -0.83243 -1.65540 -0.67433  -0.86
C 0.70885 -0.23661 1.47882  -0.59
C -1.55929 -0.35465 -0.27940  1.02
C 1.41649 0.78740 -0.54401  0.95
C 2.86494 -0.78680 0.65543  -1.02
C 0.02768 -1.40841 1.46422  -0.74
C -1.01136 0.88660 -0.18350  0.29
C -0.08385 -2.24842 0.25537  -0.26
C -2.95456 -0.50154 -0.00497  -0.68
C 2.39401 1.36205 -1.50559  -1.57
H -4.74945 0.49373 0.48448  0.39
H 3.22519 -1.06096 -0.32052  0.46
H 2.48046 -1.83483 0.91338  0.30
H 2.64344 2.31862 -1.12455  0.37
H -0.30509 -1.67195 2.45323  0.47
H 0.42473 -3.20122 0.04489  0.47
H 0.02837 2.04717 -1.39825  0.35
H -3.59931 2.82043 0.28096  0.42
H -3.41460 -1.47843 -0.08254  0.47
H 2.16895 1.33307 -2.57620  0.39
H 3.32571 0.89535 -1.36241  0.52
H 3.72461 -0.55362 1.31550  0.30
H 0.78187 0.49754 2.24073  0.58
H -1.13129 -2.22017 -1.58313  0.44

Calculated values
Total charge: +1
Spin multiplicity: 1
SMILES: Cc1[nH+]c2ncccc2ccccn1C
LUMO, eV: -3.135

<ii>
C12H14N3 | ωB97M-V with the def2-TZVPD basis set

Each line ends with the Mulliken charge.
Geometry (Å):
N -2.88115 1.62493 0.40351  -0.20
N -0.60097 1.53636 0.05784  -0.10
N -3.37968 -0.45096 -0.43688  -0.33
C 1.70221 1.13479 -0.02082  -0.60
C 1.45117 -1.49973 -0.68288  -1.07
C 4.12714 1.01570 0.18106  -1.40
C 2.80946 0.28882 0.01619  0.65
C 0.45953 0.66530 -0.24751  0.09
C -1.39429 -2.14817 0.70352  -1.62
C -1.69992 1.16349 0.64597  -0.03
C 0.26831 -0.66746 -0.51178  0.69
C -2.07395 -0.54191 -0.88947  -0.25
C -1.06106 -1.23806 -0.35017  0.41
C 2.70375 -1.02227 -0.36065  -0.75
C -3.84553 0.50357 0.20321  -0.25
H -0.68452 -2.60764 1.42625  0.38
H 4.08850 1.35206 1.22491  0.35
H 1.45330 -2.47675 -1.20808  0.40
H -1.87710 -0.00471 -1.82006  0.51
H 1.81849 2.13770 0.17015  0.59
H -2.20190 -1.85140 1.26842  0.48
H -1.53301 0.42160 1.46956  0.57
H -0.70474 2.33682 -0.59784  0.28
H 4.93593 0.27539 0.04297  0.37
H -1.73447 -3.06275 0.22138  0.40
H 4.09928 1.68639 -0.65448  0.40
H 3.58053 -1.56875 -0.64780  0.35
H -2.97435 2.41822 -0.08341  0.21
H -4.85096 0.57941 0.47689  0.47

Calculated values
Total charge: +1
Spin multiplicity: 1
SMILES: Cc1ccc2c(C)cnc[nH+]c[nH]c2c1
LUMO, eV: -4.081

In order of decreasing stability: <i>, <ii>.